Entry from OMol25: C5H8N2O in the gas phase (the ωB97M-V functional and the def2-TZVPD basis).

The SMILES is [H]/N=C/N/C=C\OC=C. The calculation puts the HOMO energy at -8.0 eV. The spin multiplicity is 1. The LUMO energy is 0.56 eV. The energy relative to the best compared isomer or geometry (same formula, charge and spin) is 7.506 eV. The maximum force comes out at 8.0 eV/Å.

Geometry (Å):
1 H 0.46 2.18 0.49
2 N 0.52 1.25 0.35
3 C 1.74 1.03 -0.24
4 N 2.42 -0.23 -0.30
5 C 1.46 -1.10 0.09
6 C 0.07 -1.21 0.22
7 O -0.68 -0.34 -0.56
8 C -1.68 0.21 0.14
9 C -3.08 0.03 -0.27
10 H 2.72 1.88 -0.36
11 H 3.23 -0.50 -1.09
12 H 2.07 -1.99 0.50
13 H -0.48 -1.77 0.97
14 H -1.36 0.27 1.16
15 H -4.05 0.29 0.18
16 H -3.38 0.01 -1.28


Entry from OMol25: C5H8N2O in the gas phase (the ωB97M-V functional and the def2-TZVPD basis).

The SMILES is [H]/N=C\N1[C@H](C)[C@@H]1C=O. The calculation puts the HOMO energy at -9.4 eV. The spin multiplicity is 1. The LUMO energy is 0.54 eV. The energy relative to the best compared isomer or geometry (same formula, charge and spin) is 6.965 eV. The maximum force comes out at 10.3 eV/Å.

Geometry (Å):
1 H 1.36 1.69 -0.94
2 N 1.68 2.00 0.03
3 C 0.66 1.63 0.72
4 N -0.69 1.12 0.25
5 C -0.95 -0.20 0.64
6 C 0.19 -1.44 0.85
7 C -0.96 0.39 -0.80
8 C -0.04 -0.40 -1.45
9 O -0.07 -0.98 -2.52
10 H 0.83 1.44 1.71
11 H -1.95 -0.38 1.16
12 H -0.61 -2.28 0.87
13 H 0.71 -1.18 1.95
14 H 0.84 -1.61 -0.19
15 H -1.83 0.93 -1.40
16 H 0.84 -0.73 -0.89


Entry from OMol25: C5H8N2O in the gas phase (the ωB97M-V functional and the def2-TZVPD basis).

The SMILES is CN1C=NCC(=O)C1. The calculation puts the HOMO energy at -8.6 eV. The spin multiplicity is 1. The LUMO energy is 0.67 eV. The energy relative to the best compared isomer or geometry (same formula, charge and spin) is 3.295 eV. The maximum force comes out at 5.0 eV/Å.

Geometry (Å):
1 C -1.45 1.52 1.50
2 N -0.86 0.72 0.45
3 C -1.36 0.27 -0.85
4 N -0.58 -0.11 -1.83
5 C 0.86 -0.52 -1.40
6 C 1.18 -0.80 0.06
7 O 2.22 -1.22 0.41
8 C 0.23 -0.16 1.08
9 H -0.63 1.96 2.18
10 H -2.42 2.26 1.17
11 H -1.87 0.93 2.32
12 H -2.37 0.66 -1.11
13 H 0.95 -1.56 -1.98
14 H 1.62 -0.07 -2.02
15 H -0.37 -0.92 1.61
16 H 0.67 0.42 1.83


Entry from OMol25: a molecular structure, C5H8N2O (the ωB97M-V functional and the def2-TZVPD basis).

The calculation puts the HOMO energy at -9.6 eV. The spin multiplicity is 1. The LUMO energy is 0.86 eV. The energy relative to the best compared isomer or geometry (same formula, charge and spin) is 1.867 eV. The maximum force comes out at 5.5 eV/Å.

Geometry (Å):
1 C -2.91 0.05 0.01
2 C 1.35 0.07 0.02
3 C 0.14 1.05 -0.05
4 C 0.32 -1.10 -0.08
5 C -0.88 -0.09 0.08
6 N -2.01 -0.08 1.07
7 N -1.89 -0.03 -0.98
8 O -4.12 0.08 -0.04
9 H 1.95 0.24 -0.88
10 H 1.79 0.11 1.00
11 H 0.28 1.79 0.85
12 H 0.07 1.60 -0.91
13 H 0.15 -1.52 -1.05
14 H 0.30 -1.93 0.64
15 H -1.86 0.59 1.77
16 H -2.05 -0.52 -1.81


Entry from OMol25: C5H8N2O in the gas phase (the ωB97M-V functional and the def2-TZVPD basis).

The expectation value of S² is 2.01. The calculation puts the HOMO energy (alpha / beta) at -6.8 / -9.4 eV. The spin multiplicity is 3. The LUMO energy (alpha / beta) is 0.97 / -2.07 eV. The energy relative to the best compared isomer or geometry (same formula, charge and spin) is 0.687 eV. The maximum force comes out at 4.2 eV/Å.

Geometry (Å):
1 C -0.25 -0.50 -0.71
2 C -1.23 0.30 -0.29
3 C 1.11 0.19 -0.17
4 C -2.72 0.34 -0.36
5 C 1.78 -0.72 0.89
6 N -0.64 1.25 0.60
7 N 0.58 1.23 0.57
8 O 2.03 0.51 -1.22
9 H 0.02 -1.34 -1.31
10 H -3.02 0.13 0.79
11 H -3.31 -0.44 -0.98
12 H -2.92 1.34 -0.61
13 H 2.18 -0.12 1.62
14 H 2.53 -1.45 0.47
15 H 1.02 -1.37 1.46
16 H 2.83 0.65 -0.75


Entry from OMol25: C5H8N2O2 in the gas phase (the ωB97M-V functional and the def2-TZVPD basis).

The SMILES is CC1=C[C@](C)(O)N=[N+]1[O-]. The calculation puts the HOMO energy at -9.9 eV. The spin multiplicity is 1. The LUMO energy is -0.01 eV. The energy relative to the best compared isomer or geometry (same formula, charge and spin) is 6.436 eV. The maximum force comes out at 4.8 eV/Å.

Geometry (Å):
1 C 2.18 1.36 0.35
2 C 1.02 0.47 0.39
3 C -0.28 0.62 0.32
4 C -1.07 -0.66 0.08
5 C -1.82 -0.55 -1.26
6 O -2.25 -0.63 1.10
7 N 0.32 -1.69 -0.13
8 N 1.27 -0.96 0.10
9 O 2.46 -1.28 -0.10
10 H 2.48 1.53 1.42
11 H 3.04 0.75 -0.03
12 H 1.87 2.39 -0.05
13 H -0.86 1.43 0.78
14 H -1.22 -0.17 -2.19
15 H -2.38 -1.36 -1.50
16 H -2.45 0.20 -0.90
17 H -2.30 -1.45 1.63